C21H22N2O3S in the gas phase, computed with ωB97M-V/def2-TZVPD.

Calculated values
Calculated total energy   -1546.88843 hartree
HOMO-LUMO gap   8.765 eV
SMILES   CC1=C(C(=O)Nc2cccc(C(=O)NCc3ccccc3C)c2)SCCO1
Strongest force on any atom   0.016 Eh/bohr
Lowest unoccupied orbital energy   0.6 eV
Energy above the lowest of the compared OMol25 structures with the same formula, charge and spin   3.1 kcal per mole

Positions of all 49 atoms, in Å:
S -1.970 3.020 2.528
O -2.443 1.626 5.325
O 3.118 -2.343 -2.255
O -1.179 0.533 0.949
N 0.903 -1.921 -2.212
N 0.430 0.129 2.521
C 2.365 -1.280 2.561
C -2.616 3.014 5.168
C 0.696 -2.126 -3.630
C -1.470 1.428 3.127
C -1.536 -0.470 4.775
C 0.039 -0.940 -4.287
C -1.859 -0.040 -5.479
C -1.216 -1.097 -4.862
C 0.003 1.364 -4.950
C 3.287 -2.091 1.927
C -1.245 1.199 -5.522
C 2.005 0.548 -3.707
C 3.188 -2.323 0.568
C -0.753 0.650 2.076
C -1.793 0.944 4.336
C 2.159 -1.743 -0.166
C 0.662 0.311 -4.327
C -3.208 3.368 3.812
C 1.241 -0.912 0.464
C 1.336 -0.686 1.832
C 2.119 -2.023 -1.635
H -1.694 -2.066 -4.829
H 2.670 -0.301 -3.845
H -1.735 2.034 -6.000
H 1.686 -2.316 -4.058
H -0.686 -0.513 5.456
H -1.360 -1.128 3.930
H 2.441 -1.098 3.625
H -3.290 3.309 5.977
H -1.656 3.532 5.294
H -2.833 -0.183 -5.923
H 0.100 -1.656 -1.665
H -2.410 -0.817 5.324
H 0.460 -0.412 -0.085
H 3.901 -2.948 0.053
H 0.077 -3.018 -3.781
H -4.099 2.772 3.614
H 1.900 0.712 -2.634
H 4.085 -2.541 2.498
H 0.481 2.333 -4.985
H 0.670 0.307 3.486
H -3.443 4.428 3.749
H 2.470 1.432 -4.138

A molecular structure, C28H31MnN2O5SSi, computed with ωB97M-V/def2-TZVPD.

Calculated values
Calculated total energy   -3410.05572 hartree
HOMO-LUMO gap (spin up / spin down)   7.700 / 8.023 eV
Strongest force on any atom   0.012 Eh/bohr
Multiplicity   5
<S²>   6.207
Lowest unoccupied orbital energy (spin up / spin down)   -0.2 / 0.0 eV
Energy above the lowest of the compared OMol25 structures with the same formula, charge and spin   1.5 kcal per mole

Positions of all 69 atoms, in Å:
Mn 0.696 0.229 0.449
S 0.105 2.646 2.004
Si 3.133 1.525 -1.025
O 0.941 -0.888 2.022
O 2.460 -4.221 4.996
O 1.492 2.257 1.770
O -0.320 2.854 3.360
O 1.323 -1.368 -0.622
N -0.686 1.531 1.211
N -1.507 -0.592 -0.067
C 0.059 6.571 1.224
C -4.381 1.783 1.723
C -3.843 -0.156 0.421
C 1.694 -2.485 3.522
C 2.111 -3.406 6.107
C -2.059 1.336 1.222
C -2.480 0.171 0.508
C -0.868 5.477 -0.710
C -0.712 4.241 -0.095
C 1.990 -3.478 -1.358
C 3.907 0.894 -2.602
C 1.858 -2.900 1.116
C 2.578 -4.601 2.703
C 2.226 -3.728 3.764
C 1.486 -2.042 2.194
C -4.803 0.679 1.045
C -3.195 -2.084 -0.863
C 3.552 3.322 -0.808
C 0.208 5.345 1.852
C 1.701 -2.505 -0.243
C 2.390 -4.184 1.426
C -4.177 -1.328 -0.296
C 3.851 0.536 0.395
C -0.168 4.186 1.181
C -1.854 -1.669 -0.720
C 1.274 1.313 -1.164
C -0.478 6.635 -0.056
C -3.011 2.121 1.820
H 1.822 -2.982 -2.310
H -1.295 5.530 -1.703
H 3.186 3.906 -1.656
H -3.421 -2.986 -1.415
H 4.926 0.724 0.471
H -5.220 -1.613 -0.384
H 3.700 -0.170 -2.751
H 2.659 -4.854 0.621
H 3.100 3.716 0.104
H 2.353 -3.982 6.995
H 4.993 1.026 -2.570
H 0.357 7.477 1.736
H -1.018 3.332 -0.594
H 2.686 -2.478 6.102
H 3.411 0.811 1.357
H 1.410 -1.804 4.309
H 0.993 0.721 -2.037
H -1.050 -2.241 -1.171
H 3.020 -3.833 -1.316
H 4.636 3.457 -0.745
H -5.106 2.425 2.207
H 3.526 1.436 -3.471
H 1.339 -4.350 -1.276
H -2.716 2.993 2.387
H -0.593 7.595 -0.544
H -5.854 0.425 0.979
H 1.045 -3.174 6.098
H 0.762 2.275 -1.191
H 2.988 -5.573 2.938
H 3.717 -0.538 0.246
H 0.606 5.279 2.856

A molecular structure, C17H39Br6NO9P2 at a distorted geometry, computed with ωB97M-V/def2-TZVPD.

Calculated values
Calculated total energy   -17529.65894 hartree
HOMO-LUMO gap (spin up / spin down)   9.193 / 3.970 eV
Strongest force on any atom   0.085 Eh/bohr
Multiplicity   2
<S²>   0.775
Lowest unoccupied orbital energy (spin up / spin down)   -3.1 / -8.3 eV
Total charge   +1

Positions of all 74 atoms, in Å:
Br 1.957 -3.411 -5.882
Br 4.923 -2.338 -5.113
Br -0.659 -4.261 -2.931
Br -1.189 -1.716 -0.853
Br 3.046 -0.648 -7.086
Br 1.384 -3.590 -0.477
P -3.195 -0.347 3.084
P 1.096 1.236 -1.905
O -0.460 1.484 -2.383
O 0.890 0.512 -0.415
O -4.393 -0.888 3.675
O 4.694 -2.960 0.526
O -3.398 0.859 1.990
O 1.832 0.451 -2.910
O 1.740 2.674 -1.610
O -2.208 -1.353 2.220
O -2.121 0.361 4.098
N 4.580 -0.769 -0.086
C 4.618 0.630 0.324
C 0.303 1.188 0.699
C 0.795 0.370 1.978
C 3.035 -1.796 -5.457
C -1.981 -2.717 2.685
C 4.822 -1.778 0.745
C 1.405 3.924 -2.186
C 0.177 -2.785 -1.813
C -0.493 -3.058 2.656
C -2.300 0.662 -3.692
C -3.014 -0.304 6.365
C -1.790 -0.235 5.344
C 0.230 4.618 -1.613
C -0.881 1.371 -3.730
C -4.118 0.828 -0.283
C -4.587 0.878 1.172
C 4.214 -0.942 -1.498
H 3.282 -1.506 -1.523
H 0.273 -0.584 1.904
H -0.094 5.578 -2.014
H 1.879 0.254 2.005
H -2.678 0.856 -4.696
H -0.781 1.167 0.589
H -0.307 0.743 -4.412
H -0.987 0.333 5.812
H -2.360 -0.400 -3.455
H 5.193 -1.389 1.707
H -2.480 -3.385 1.982
H 0.825 -2.175 -2.442
H -3.587 1.706 -0.649
H 0.302 4.840 -0.548
H -0.969 2.377 -4.141
H 2.636 -1.259 -4.596
H 3.978 0.041 -1.906
H 2.168 4.682 -2.006
H -2.339 -2.875 3.703
H 4.664 0.747 1.407
H 0.098 -2.345 3.232
H -1.494 -1.253 5.093
H -2.573 -0.633 7.306
H -3.864 -0.909 6.050
H -2.966 1.197 -3.015
H -0.264 -4.071 2.987
H -0.595 3.924 -1.769
H -0.154 -2.920 1.629
H -5.224 0.048 1.481
H -3.427 0.705 6.395
H -4.938 0.833 -1.002
H 3.688 1.156 0.104
H 1.395 3.981 -3.274
H -5.259 1.718 1.350
H 0.629 2.210 0.889
H 0.459 0.830 2.908
H 4.995 -1.496 -2.020
H -3.469 -0.029 -0.463
H 5.390 1.154 -0.240

A molecular structure, C20H31AsLiN4S2Si, computed with ωB97M-V/def2-TZVPD.

Calculated values
Calculated total energy   -4328.94656 hartree
HOMO-LUMO gap   5.198 eV
Strongest force on any atom   0.013 Eh/bohr
Lowest unoccupied orbital energy   2.3 eV
Total charge   -1

Positions of all 60 atoms, in Å:
As 1.640 -2.743 -1.823
S -1.189 0.684 -1.435
S 0.030 -3.405 -0.665
Si 2.611 -0.951 2.918
N -2.010 -0.714 1.071
N -2.999 -0.337 0.436
N -3.847 0.125 -1.564
N -3.731 0.540 -2.830
C 2.083 -0.123 4.545
C 2.212 -4.210 -2.949
C -3.656 -1.158 4.389
C 1.308 -1.368 -3.124
C 3.271 -2.246 -0.933
C -1.589 -2.384 4.325
C -2.733 -1.995 5.008
C -5.591 0.596 -5.986
C -1.368 -1.941 3.030
C -5.987 -0.204 -3.358
C 2.510 -2.827 3.186
C -6.989 -0.363 -4.300
C -4.579 0.766 -5.056
C 1.709 -0.457 1.470
C -3.446 -0.722 3.092
C -4.763 0.360 -3.732
C 4.483 -0.594 2.870
C -6.805 0.029 -5.621
C -2.752 0.126 -0.878
C -2.303 -1.124 2.408
Li -0.360 -1.045 -0.032
H 3.183 -1.240 -0.522
H -0.857 -3.021 4.806
H 3.076 -3.135 4.071
H 2.918 -3.365 2.324
H -2.788 0.759 -3.144
H 4.086 -2.339 -1.653
H -5.429 0.914 -7.009
H 1.474 -3.162 3.312
H -7.931 -0.805 -3.998
H 4.963 -1.156 2.061
H 1.390 -4.481 -3.608
H 3.085 -3.928 -3.536
H 3.421 -2.922 -0.093
H 2.333 0.944 4.515
H 4.660 0.470 2.680
H 0.460 -1.667 -3.735
H -6.119 -0.511 -2.330
H -2.902 -2.334 6.022
H 1.063 -0.428 -2.637
H 1.001 -0.205 4.686
H 2.584 -0.556 5.420
H 1.177 -1.226 0.928
H -7.591 -0.109 -6.352
H -4.543 -0.843 4.924
H 1.343 0.556 1.308
H -4.150 -0.066 2.598
H 4.983 -0.857 3.813
H -3.636 1.216 -5.345
H 2.450 -5.059 -2.312
H 2.202 -1.259 -3.738
H -0.465 -2.202 2.491

> Which value of strongest force on any atom does entry 2 give?

0.012 Eh/bohr